C3H12NO2 | the ωB97M-V functional and the def2-TZVPD basis

```
18
C3H12NO2 (the ωB97M-V functional and the def2-TZVPD basis)
H 1.52 -2.12 -0.37
N 0.18 -0.16 1.48
H 1.95 -1.43 -1.97
C 0.31 -0.25 -1.02
H -1.60 3.11 1.03
H -2.36 1.87 1.57
H 1.54 1.14 -1.56
H -0.25 0.61 1.88
H -0.34 -0.08 -1.93
H -1.41 0.36 0.10
H 0.51 -0.85 2.12
O -1.44 2.16 1.24
H 1.03 0.12 1.00
C 1.03 -1.61 -1.21
H -1.29 -1.36 0.10
C -0.65 -0.41 0.11
H 0.25 -2.16 -1.79
O 1.01 1.05 -0.78
```

The LUMO energy (spin up / spin down) is 0.02629 / 0.01661 Eh. Its expectation value of S² is 0.750. Its multiplicity is 2. The energy relative to the best compared isomer or geometry (same formula, charge and spin) is 3.0300 eV. Its HOMO-LUMO gap (spin up / spin down) is 3.6 / 11.6 eV.